Entry 1:
A molecular structure, C37H44IrO5Sb. Source: OMol25; level of theory: the ωB97M-V functional and the def2-TZVPD basis.

```
88
Properties=species:S:1:pos:R:3:lowdin_charge:R:1
Ir 0.773 3.420 -0.225 1.385
O 2.195 1.605 3.553 0.190
C 1.684 2.146 2.503 -0.462
O 2.171 2.193 1.377 0.019
C 0.220 2.710 2.750 -0.059
O -0.409 2.833 1.491 -0.315
C -1.823 3.108 1.499 -0.054
C -2.230 3.410 0.062 -0.618
O -3.377 3.504 -0.271 0.116
O -1.227 3.618 -0.755 -0.167
H 3.021 1.122 3.322 0.172
H 0.331 3.701 3.217 0.159
H -0.407 2.093 3.380 0.139
H -2.051 3.923 2.180 0.154
H -2.324 2.161 1.713 0.138
C 0.606 2.010 -3.965 -0.030
C 0.991 3.139 -3.045 -0.182
C 2.143 2.851 -2.270 -0.262
C 3.034 1.681 -2.573 -0.031
C 2.651 3.856 -1.437 -0.315
C 4.021 3.768 -0.735 -0.019
C 1.978 5.126 -1.261 -0.290
C 2.553 6.201 -0.363 -0.022
C 0.846 5.446 -2.083 -0.189
C 0.140 6.733 -1.943 -0.008
C 0.421 4.438 -3.030 -0.152
C -0.717 4.709 -3.994 -0.012
H 0.675 1.032 -3.521 0.075
H 1.303 1.979 -4.808 0.112
H -0.378 2.117 -4.423 0.081
H 3.389 1.079 -1.664 0.117
H 3.978 2.048 -2.989 0.106
H 2.663 1.033 -3.397 0.080
H 3.921 4.032 0.312 0.071
H 4.743 4.443 -1.253 0.125
H 4.449 2.823 -0.943 0.050
H 3.342 6.647 -1.015 0.131
H 3.062 5.791 0.493 0.070
H 1.854 6.954 -0.084 0.072
H -0.599 6.931 -2.730 0.087
H 0.859 7.533 -1.777 0.096
H -0.496 6.633 -1.049 0.116
H -0.301 4.506 -4.986 0.100
H -1.269 5.635 -3.849 0.069
H -1.630 3.941 -3.913 0.145
C 2.058 -1.981 1.937 -0.056
C 1.669 -3.258 2.599 -0.316
C 2.490 -3.963 3.431 -0.015
C 2.126 -5.115 4.100 0.016
C 0.828 -5.636 3.971 -0.033
C -0.070 -4.945 3.211 -0.120
C 0.377 -3.799 2.536 -0.406
Sb -1.001 -2.912 1.403 1.806
C -0.882 -3.134 -0.658 -0.354
C -1.764 -2.377 -1.340 -0.167
C -1.850 -2.345 -2.707 -0.053
C -1.065 -3.214 -3.399 -0.023
C -0.207 -4.096 -2.734 -0.024
C -0.005 -3.967 -1.393 -0.256
C 0.948 -5.029 -0.745 -0.013
C -3.027 -3.417 1.811 -0.276
C -3.738 -2.348 2.436 -0.016
C -5.114 -2.467 2.714 0.080
C -5.715 -3.695 2.397 0.024
C -5.018 -4.708 1.774 0.068
C -3.655 -4.588 1.460 -0.195
C -2.937 -5.715 0.705 0.029
H 3.113 -1.753 2.106 0.098
H 1.479 -1.150 2.317 0.059
H 1.895 -1.976 0.806 0.109
H 3.485 -3.650 3.544 0.118
H 2.813 -5.695 4.710 0.136
H 0.480 -6.521 4.443 0.118
H -1.090 -5.364 3.156 0.111
H -2.429 -1.774 -0.777 0.084
H -2.386 -1.573 -3.198 0.118
H -1.106 -3.190 -4.502 0.140
H 0.362 -4.862 -3.302 0.150
H 0.430 -6.019 -0.802 0.110
H 1.203 -4.788 0.256 0.029
H 1.877 -5.146 -1.256 0.081
H -3.111 -1.564 2.853 0.105
H -5.640 -1.611 3.157 0.157
H -6.807 -3.800 2.424 0.151
H -5.508 -5.600 1.471 0.143
H -1.833 -5.633 0.759 0.072
H -3.165 -5.636 -0.323 0.104
H -3.288 -6.648 1.147 0.117
```

## Properties
total charge	+3
multiplicity	6
energy above the lowest of the compared OMol25 structures with the same formula, charge and spin	1.901	eV
calculated total energy	-2155.85481	a.u.

Entry 2:
A molecular structure, C37H44N11O3S2Ti. Source: OMol25; level of theory: the ωB97M-V functional and the def2-TZVPD basis.

```
98
Properties=species:S:1:pos:R:3:lowdin_charge:R:1
Ti 1.010 -0.788 0.844 0.916
C -0.403 -2.118 3.386 -0.132
C -1.005 -2.599 2.036 -0.131
N 0.128 -2.780 1.050 -0.141
C 1.043 -3.882 1.469 -0.228
C 2.500 -3.708 1.078 -0.389
S 3.054 -2.076 1.604 0.959
C 2.789 -2.232 3.459 -0.338
C 1.848 -1.168 3.971 -0.242
N 0.661 -1.128 3.075 -0.142
H -1.104 -1.603 4.021 0.114
H 0.064 -2.954 4.028 0.147
H -1.587 -3.532 2.139 0.139
H -1.744 -1.866 1.599 0.114
H -0.259 -3.007 0.099 0.056
H 0.774 -4.828 1.112 0.122
H 0.974 -3.928 2.590 0.100
H 3.060 -4.542 1.564 0.128
H 2.463 -3.759 0.027 0.040
H 2.196 -3.127 3.672 0.070
H 3.755 -2.269 3.994 0.107
H 1.609 -1.304 5.035 0.138
H 2.371 -0.156 3.861 0.130
H 0.325 -0.228 3.338 0.040
N -0.438 2.066 2.534 0.104
C 0.977 2.170 2.521 -0.285
C 1.508 3.135 3.366 0.014
C 2.881 3.232 3.356 -0.015
C 3.696 2.358 2.619 -0.059
C 3.082 1.472 1.850 -0.190
N 1.704 1.278 1.801 0.067
C -1.149 1.861 3.736 -0.326
C -2.434 2.348 3.930 0.011
C -3.075 2.068 5.144 -0.040
C -2.386 1.368 6.103 -0.061
C -1.086 0.956 5.891 -0.100
N -0.475 1.220 4.719 0.103
H -0.773 1.477 1.773 0.090
H 0.872 3.833 3.950 0.148
H 3.416 4.008 3.908 0.127
H 4.762 2.408 2.708 0.122
H 3.803 0.792 1.412 0.101
H -2.935 2.817 2.998 0.141
H -4.068 2.303 5.342 0.098
H -2.908 1.163 7.037 0.120
H -0.458 0.378 6.575 0.120
N -1.206 -1.307 -7.528 0.096
C -0.709 -1.577 -6.263 -0.300
C -0.113 -2.879 -6.020 0.020
C 0.376 -3.180 -4.735 -0.022
C 0.313 -2.242 -3.672 -0.326
C -0.388 -1.090 -3.892 -0.086
C -0.866 -0.744 -5.147 -0.033
S 0.739 -2.876 -2.140 0.659
O -0.512 -3.271 -1.519 -0.313
O 1.708 -3.932 -2.268 -0.261
N 1.266 -1.665 -1.156 -0.150
C 2.127 -0.764 -1.648 -0.472
N 2.380 0.241 -0.775 0.045
C 3.078 1.296 -1.188 -0.138
C 3.515 1.315 -2.464 -0.057
C 3.348 0.192 -3.251 -0.099
N 2.762 -0.897 -2.850 0.169
H -0.789 -1.856 -8.296 0.113
H -1.239 -0.277 -7.760 0.129
H -0.030 -3.587 -6.859 0.123
H 0.832 -4.135 -4.536 0.112
H -0.500 -0.355 -3.103 0.091
H -1.283 0.255 -5.286 0.109
H 3.385 2.112 -0.531 0.124
H 4.043 2.197 -2.838 0.123
H 3.898 0.050 -4.187 0.136
C -3.588 1.912 -2.828 0.065
N -3.014 0.854 -1.943 -0.042
N -2.072 1.161 -1.047 0.042
C -1.680 0.034 -0.376 -0.329
O -0.711 0.041 0.473 -0.173
C -2.561 -0.999 -0.821 0.080
C -3.343 -0.435 -1.807 -0.229
C -4.390 -1.050 -2.675 0.009
C -1.321 2.375 -1.076 -0.176
C -1.875 3.489 -0.369 -0.009
C -1.211 4.671 -0.555 -0.054
C -0.053 4.834 -1.368 -0.034
C 0.527 3.717 -1.920 -0.075
C -0.103 2.488 -1.777 0.001
H -3.944 2.710 -2.156 0.102
H -4.433 1.427 -3.369 0.102
H -2.856 2.291 -3.585 0.113
H -2.400 -2.043 -0.573 0.114
H -4.746 -2.004 -2.229 0.109
H -4.071 -1.288 -3.673 0.090
H -5.321 -0.500 -2.700 0.086
H -2.732 3.491 0.250 0.107
H -1.603 5.504 -0.010 0.107
H 0.513 5.777 -1.548 0.132
H 1.433 3.760 -2.491 0.105
H 0.378 1.630 -2.236 0.102
```

## Properties
total charge	+2
multiplicity	2
energy above the lowest of the compared OMol25 structures with the same formula, charge and spin	0.511	eV
calculated total energy	-3909.84470	a.u.

Entry 3:
A molecular structure, C37H45N8O2SbTl. Source: OMol25; level of theory: the ωB97M-V functional and the def2-TZVPD basis.

```
94
Properties=species:S:1:pos:R:3:lowdin_charge:R:1
Tl -0.315 -1.440 -0.500 0.777
C 2.881 -1.382 -1.428 -0.219
C 2.872 -2.917 -1.377 -0.196
N 1.734 -3.500 -0.653 -0.087
C 2.036 -4.085 0.661 -0.197
C 1.145 -3.596 1.801 -0.221
N 1.029 -2.146 1.898 -0.144
C 2.233 -1.389 2.218 -0.199
C 3.142 -1.119 1.012 -0.199
N 2.404 -0.762 -0.195 -0.107
H 2.218 -1.041 -2.224 0.069
H 3.898 -1.066 -1.700 0.124
H 3.811 -3.284 -0.950 0.111
H 2.861 -3.272 -2.410 0.115
H 1.290 -4.190 -1.242 0.082
H 3.081 -3.896 0.908 0.104
H 1.942 -5.175 0.628 0.124
H 1.528 -4.048 2.728 0.122
H 0.134 -3.986 1.653 0.110
H 0.306 -1.916 2.567 0.103
H 2.838 -1.879 2.997 0.127
H 1.904 -0.437 2.640 0.081
H 3.745 -1.999 0.801 0.096
H 3.865 -0.347 1.296 0.115
H 2.362 0.244 -0.317 0.084
C -5.398 0.799 0.645 -0.030
O -5.412 -0.631 0.540 -0.024
C -4.220 -1.193 0.299 -0.578
O -3.177 -0.583 0.193 -0.047
N -4.390 -2.544 0.216 -0.008
N -3.322 -3.380 -0.084 0.037
H -6.414 1.082 0.898 0.099
H -5.105 1.242 -0.304 0.086
H -4.705 1.122 1.419 0.091
H -5.325 -2.906 0.294 0.153
H -3.495 -3.854 -0.961 0.088
H -3.214 -4.069 0.649 0.090
C 0.492 -5.922 -4.549 -0.071
C -0.317 -5.519 -3.495 -0.075
C -0.430 -4.170 -3.191 -0.061
C 0.244 -3.231 -3.963 -0.265
C 1.059 -3.628 -5.018 -0.022
C 1.180 -4.979 -5.303 -0.065
N 0.107 -1.870 -3.554 0.034
N 0.322 -1.039 -4.436 0.098
C 0.235 0.320 -3.989 -0.310
C 0.161 1.274 -4.992 0.002
C 0.079 2.606 -4.620 -0.043
C 0.091 2.921 -3.271 -0.035
C 0.175 1.886 -2.349 -0.124
N 0.244 0.602 -2.689 0.076
H 0.591 -6.974 -4.783 0.109
H -0.854 -6.254 -2.911 0.107
H -1.045 -3.825 -2.367 0.075
H 1.591 -2.884 -5.594 0.110
H 1.817 -5.300 -6.117 0.111
H 0.167 0.958 -6.026 0.117
H 0.014 3.383 -5.370 0.115
H 0.044 3.944 -2.925 0.111
H 0.197 2.110 -1.288 0.067
C 3.417 4.497 0.195 -0.078
C 3.673 3.253 0.754 -0.076
C 2.618 2.465 1.196 -0.162
C 1.299 2.906 1.099 -0.394
C 1.057 4.159 0.538 -0.122
C 2.109 4.948 0.090 -0.075
Sb -0.290 1.586 1.663 1.474
C -0.168 1.808 3.781 -0.409
C -1.238 1.353 4.550 -0.146
C -1.192 1.425 5.935 -0.084
C -0.070 1.944 6.567 -0.082
C 1.001 2.396 5.809 -0.080
C 0.952 2.330 4.422 -0.122
C -1.870 2.965 1.323 -0.403
C -2.127 4.023 2.194 -0.120
C -3.116 4.950 1.899 -0.075
C -3.848 4.835 0.723 -0.078
C -3.599 3.786 -0.148 -0.094
C -2.620 2.847 0.156 -0.161
H 4.235 5.115 -0.153 0.107
H 4.692 2.897 0.847 0.107
H 2.839 1.498 1.638 0.069
H 0.042 4.532 0.457 0.093
H 1.905 5.922 -0.337 0.107
H -2.124 0.948 4.071 0.096
H -2.034 1.077 6.521 0.106
H -0.033 1.999 7.647 0.106
H 1.876 2.807 6.298 0.106
H 1.789 2.708 3.847 0.088
H -1.555 4.124 3.110 0.102
H -3.312 5.766 2.583 0.107
H -4.613 5.565 0.489 0.106
H -4.171 3.695 -1.064 0.106
H -2.454 2.009 -0.515 0.085
```

## Properties
total charge	+1
energy above the lowest of the compared OMol25 structures with the same formula, charge and spin	0.316	eV
calculated total energy	-2437.94291	a.u.

Entry 4:
A molecular structure, C37H45N9STi. Source: OMol25; level of theory: the ωB97M-V functional and the def2-TZVPD basis.

```
93
Properties=species:S:1:pos:R:3:lowdin_charge:R:1
Ti -0.379 -0.287 -0.572 0.809
C -2.286 -1.432 -2.637 -0.079
N -2.388 -0.162 -1.830 -0.175
C -3.804 0.032 -1.438 -0.130
C -4.304 -1.011 -0.478 -0.258
C -5.574 -1.542 -0.639 0.003
C -6.041 -2.445 0.302 -0.025
C -5.225 -2.789 1.367 -0.025
C -3.971 -2.207 1.448 -0.103
N -3.509 -1.331 0.549 0.074
C -2.034 1.031 -2.671 -0.109
C -0.615 0.965 -3.187 -0.259
C -0.241 1.626 -4.342 0.013
C 1.018 1.409 -4.870 -0.018
C 1.845 0.484 -4.256 -0.025
C 1.404 -0.121 -3.098 -0.121
N 0.222 0.152 -2.522 -0.016
C -1.538 -2.580 -1.994 -0.229
C -1.812 -3.878 -2.393 0.007
C -1.047 -4.923 -1.913 -0.022
C -0.013 -4.640 -1.038 -0.026
C 0.193 -3.326 -0.674 -0.113
N -0.549 -2.299 -1.127 -0.013
H -3.286 -1.775 -2.901 0.132
H -1.785 -1.207 -3.579 0.140
H -3.898 1.022 -0.991 0.123
H -4.420 0.027 -2.341 0.133
H -6.186 -1.256 -1.487 0.126
H -7.029 -2.875 0.203 0.124
H -5.548 -3.490 2.125 0.119
H -3.306 -2.446 2.273 0.117
H -2.692 1.093 -3.544 0.143
H -2.204 1.925 -2.074 0.126
H -0.949 2.283 -4.833 0.133
H 1.336 1.921 -5.770 0.126
H 2.814 0.227 -4.663 0.123
H 2.021 -0.848 -2.586 0.106
H -2.628 -4.055 -3.083 0.131
H -1.252 -5.941 -2.218 0.127
H 0.623 -5.416 -0.636 0.122
H 0.986 -3.061 0.017 0.106
N -2.548 1.769 1.140 0.121
C -1.482 2.442 0.654 -0.691
N -0.519 1.889 -0.049 -0.009
C 0.425 2.906 -0.407 -0.288
C 1.597 2.721 -1.134 -0.033
C 2.417 3.809 -1.382 -0.058
C 2.093 5.084 -0.914 -0.063
C 0.931 5.282 -0.188 -0.065
C 0.116 4.180 0.049 -0.460
S -1.377 4.140 0.937 1.154
H -2.537 0.752 1.150 0.048
H -3.134 2.208 1.831 0.111
H 1.873 1.745 -1.488 0.070
H 3.328 3.663 -1.950 0.112
H 2.747 5.921 -1.118 0.116
H 0.669 6.266 0.183 0.120
N -0.934 -1.181 1.617 0.043
C -0.865 -0.898 3.027 -0.310
C 0.195 -1.395 3.772 -0.057
C 0.291 -1.102 5.125 -0.068
C -0.674 -0.316 5.743 -0.070
C -1.740 0.163 4.994 -0.060
C -1.836 -0.124 3.637 -0.049
H -0.358 -2.002 1.447 0.064
H -1.885 -1.447 1.347 0.013
H 0.947 -2.019 3.295 0.118
H 1.116 -1.501 5.701 0.114
H -0.602 -0.091 6.799 0.113
H -2.509 0.760 5.468 0.113
H -2.687 0.239 3.067 0.090
C 5.354 1.753 1.844 -0.056
C 4.548 0.546 2.293 -0.184
N 3.730 -0.046 1.211 -0.056
C 4.460 -0.826 0.205 -0.184
C 4.691 -0.084 -1.103 -0.051
C 2.413 0.153 1.104 -0.371
C 1.741 1.048 2.104 0.011
N 1.670 -0.365 0.137 0.041
H 5.861 2.201 2.700 0.089
H 4.707 2.511 1.394 0.078
H 6.120 1.480 1.117 0.073
H 3.901 0.804 3.123 0.105
H 5.202 -0.247 2.655 0.126
H 3.944 -1.775 0.048 0.118
H 5.417 -1.090 0.653 0.128
H 3.756 0.213 -1.582 0.039
H 5.245 -0.714 -1.800 0.091
H 5.272 0.822 -0.933 0.075
H 1.802 0.637 3.112 0.086
H 0.693 1.151 1.848 0.056
H 2.216 2.031 2.097 0.105
H 2.252 -0.919 -0.484 0.024
```

## Properties
total charge	+2
multiplicity	3
energy above the lowest of the compared OMol25 structures with the same formula, charge and spin	0.675	eV
calculated total energy	-3177.09091	a.u.

Entry 5:
A molecular structure, C37H46N3P2ReSSi. Source: OMol25; level of theory: the ωB97M-V functional and the def2-TZVPD basis.

```
91
Properties=species:S:1:pos:R:3:lowdin_charge:R:1
Re -1.261 1.264 0.591 1.297
C 4.243 -3.671 -4.525 -0.380
S 3.452 -2.517 -3.384 0.813
C 2.615 -3.703 -2.298 -0.474
C 1.914 -2.963 -1.163 -0.265
C 0.816 -2.066 -1.711 -0.244
N 0.177 -1.176 -0.697 -0.385
P -1.439 -0.729 -0.827 0.867
C -1.676 0.335 -2.260 -0.365
C -1.031 0.172 -3.486 -0.037
C -1.082 1.192 -4.425 -0.009
C -1.743 2.386 -4.150 -0.021
C -2.394 2.565 -2.941 -0.040
C -2.364 1.535 -2.003 -0.178
C -2.485 -2.153 -0.838 -0.355
C -2.175 -3.258 -0.035 -0.086
C -3.009 -4.360 -0.052 -0.034
C -4.149 -4.358 -0.851 -0.017
C -4.460 -3.261 -1.644 -0.035
C -3.627 -2.153 -1.645 -0.068
P 0.903 0.221 -0.046 0.916
C 2.031 -0.237 1.264 -0.359
C 2.931 0.731 1.720 -0.083
C 3.823 0.418 2.734 -0.041
C 3.829 -0.860 3.282 -0.036
C 2.936 -1.823 2.831 -0.043
C 2.029 -1.512 1.830 -0.109
C 1.844 1.103 -1.274 -0.351
C 3.123 0.644 -1.609 -0.081
C 3.834 1.275 -2.617 -0.033
C 3.288 2.369 -3.274 -0.018
C 2.019 2.833 -2.943 -0.047
C 1.294 2.196 -1.952 -0.111
H 4.797 -3.074 -5.246 0.041
H 3.500 -4.263 -5.054 0.046
H 4.938 -4.318 -3.994 0.047
H 3.348 -4.395 -1.884 0.094
H 1.896 -4.286 -2.880 0.093
H 2.652 -2.371 -0.615 0.090
H 1.489 -3.685 -0.461 0.119
H 0.019 -2.683 -2.135 0.129
H 1.218 -1.439 -2.510 0.067
H -0.504 -0.742 -3.719 0.116
H -0.602 1.056 -5.385 0.134
H -1.774 3.166 -4.899 0.132
H -2.950 3.472 -2.748 0.126
H -3.034 1.617 -1.149 0.059
H -1.283 -3.261 0.579 0.098
H -2.774 -5.226 0.552 0.125
H -4.796 -5.225 -0.860 0.129
H -5.340 -3.275 -2.270 0.126
H -3.854 -1.310 -2.288 0.110
H 2.968 1.714 1.265 0.114
H 4.527 1.161 3.081 0.126
H 4.541 -1.108 4.058 0.129
H 2.955 -2.819 3.252 0.126
H 1.352 -2.274 1.464 0.089
H 3.566 -0.202 -1.097 0.108
H 4.817 0.912 -2.882 0.127
H 3.856 2.868 -4.048 0.128
H 1.603 3.689 -3.459 0.120
H 0.296 2.552 -1.709 0.074
C -1.383 -1.362 3.013 -0.167
Si -0.985 0.225 3.892 0.470
C 0.623 0.305 4.783 -0.125
C -2.412 0.720 4.973 -0.158
N -0.810 1.386 2.476 -0.207
C -0.865 2.777 2.414 -0.395
C -0.220 3.328 1.273 -0.159
C -0.495 4.662 0.886 -0.033
C -1.338 5.429 1.646 -0.023
C -1.918 4.894 2.815 0.001
C -1.719 3.585 3.190 -0.010
H -1.364 -2.199 3.715 0.065
H -0.659 -1.584 2.226 -0.012
H -2.388 -1.346 2.579 0.034
H 0.621 -0.386 5.629 0.064
H 0.790 1.308 5.184 0.057
H 1.462 0.050 4.134 0.004
H -2.610 -0.122 5.644 0.062
H -3.347 0.903 4.437 0.034
H -2.196 1.574 5.616 0.047
H 0.692 2.856 0.910 0.086
H 0.025 5.085 0.036 0.127
H -1.528 6.460 1.381 0.130
H -2.554 5.524 3.424 0.135
H -2.204 3.185 4.067 0.104
N -3.435 1.486 1.177 0.015
H -3.489 1.637 2.185 0.060
H -3.996 0.657 0.980 0.089
H -3.932 2.271 0.754 0.094
```

## Properties
total charge	+3
multiplicity	4
energy above the lowest of the compared OMol25 structures with the same formula, charge and spin	0.111	eV
calculated total energy	-3049.59880	a.u.